# 1
Computed, not measured: a molecular structure, C35H31N4OPSZr, with the ωB97M-V functional and the def2-TZVPD basis.

Last column: Mulliken charge in e.
Cartesian coordinates (Å):
H 1.139 4.414 -3.340  0.4504
P 2.310 0.779 -0.236  1.9056
H -2.014 -1.093 -6.432  0.4340
H -1.323 4.390 2.613  0.4895
H -3.767 3.874 2.812  0.4502
N -0.211 -1.079 -2.199  0.5830
C -3.079 3.142 2.409  -0.3979
C -0.881 2.479 1.795  0.0928
N -1.952 -1.212 0.691  0.1770
H 0.809 -3.385 -0.760  0.2397
C 1.942 5.190 -1.505  -0.6370
C 1.534 4.175 -2.362  -0.6898
C 1.398 -2.778 -1.449  -0.8769
C -3.544 1.910 1.985  -1.1225
H -0.386 -2.779 -5.695  0.4735
H -3.824 -0.800 1.566  0.6773
H 1.939 -2.025 -0.876  -0.1954
N 0.542 -1.949 1.386  0.4624
H -3.051 2.089 -3.758  0.5289
C -3.113 -0.320 0.891  -1.3264
C 5.091 0.942 2.766  -0.8251
H 4.353 0.892 -1.470  0.6034
H 1.245 0.839 2.489  0.3465
C 2.917 0.979 3.795  -1.0979
C 0.523 -2.162 -2.494  1.1954
C 4.499 0.857 1.512  -0.6158
C -2.645 0.992 1.477  1.2278
H 3.955 -0.807 -1.092  0.4442
H 2.982 3.328 1.118  0.3955
C 4.302 1.007 3.906  -0.6642
C -1.711 0.648 -2.975  0.8684
O -2.721 -2.554 2.422  -0.6131
N -1.322 1.263 1.404  0.3471
H 4.766 1.078 4.881  0.4257
C -1.850 -2.200 1.671  -0.0323
S -1.575 1.464 -1.423  -0.2557
H 1.109 -3.648 -3.920  0.5408
H 3.135 -3.681 2.613  0.5295
C -1.722 3.435 2.307  -1.0780
C 2.456 4.881 -0.255  -0.8349
C -1.948 -0.598 -5.472  -0.9048
H -1.093 -4.465 2.884  0.5733
C -1.106 -1.153 -4.477  0.8739
C 2.103 -3.447 2.397  -1.1968
C -0.238 -3.897 2.544  -0.6534
C 3.111 0.830 1.388  0.0751
C -2.646 0.542 -5.213  -0.8046
C -1.008 -0.545 -3.214  -0.5358
H 0.181 2.670 1.685  0.2799
H 1.299 2.073 -2.638  0.3332
H 1.276 -5.177 3.370  0.4563
Zr -0.324 -0.209 -0.063  -0.0129
H 5.134 0.825 0.637  0.4019
C 1.802 -2.303 1.689  -0.3358
H 3.099 0.049 -2.390  0.4303
C 2.332 0.884 2.543  0.2828
H -4.592 1.652 2.042  0.5265
H 2.299 1.025 4.681  0.4920
H 1.861 6.223 -1.815  0.4356
H -3.615 -0.122 -0.056  0.3191
C -2.513 1.171 -3.958  -0.6376
H 2.591 -1.652 1.342  0.6028
H 6.169 0.963 2.849  0.4432
C 2.565 3.555 0.146  -0.2415
H 2.135 -3.432 -1.909  0.5628
C 2.153 2.533 -0.709  1.0045
C 1.067 -4.269 2.819  -0.5687
C -0.455 -2.735 1.836  0.7206
C 0.488 -2.780 -3.750  -1.1318
C 3.553 0.157 -1.405  -1.8529
C -0.334 -2.299 -4.725  -0.8057
H 2.786 5.670 0.407  0.4639
C 1.632 2.854 -1.962  -0.6499
H -3.294 0.975 -5.962  0.4287

Values from the calculation:
Orbital gap ... 6.9 eV
Highest occupied orbital energy ... -13.408 eV
LUMO level ... -6.467 eV
M ... 677.9 g/mol
Charge ... +2


# 2
Computed, not measured: 3 unconnected molecules or ions with the total composition C4H14NO2S, with the ωB97M-V functional and the def2-TZVPD basis.

Last column: Mulliken charge in e.
Cartesian coordinates (Å):
H -3.073 -4.670 2.214  0.3048
H -0.843 1.203 -1.646  0.1346
H 0.089 1.024 1.676  0.2510
H 2.588 1.291 2.295  0.1987
H -3.725 -3.766 1.205  0.3394
H 2.574 1.777 0.540  0.2961
H -0.764 2.697 0.365  0.2916
H -2.909 -0.987 -3.756  0.3184
H -1.644 -1.715 -4.107  0.3402
S 1.263 1.847 -2.411  -0.7337
H 0.248 0.442 -0.738  0.0588
C 2.111 -0.385 1.047  -0.9530
H 1.560 -0.885 0.214  0.3021
H 0.919 3.314 0.149  0.3895
O -3.821 -4.639 1.687  -0.6443
H 1.690 -0.823 1.970  0.2758
C 0.113 1.464 -0.963  -0.3001
C 0.266 2.398 0.170  -0.6486
H 3.204 -0.605 0.892  0.2729
N 0.642 1.721 1.484  -0.4502
C 1.976 1.133 1.249  -0.3770
O -2.462 -1.837 -3.536  -0.6672

Values from the calculation:
Orbital gap ... 5.0 eV
Highest occupied orbital energy ... -2.330 eV
LUMO level ... 2.677 eV
Relative energy (zero: lowest compared OMol25 entry of this formula, charge and spin) ... 303.8 kJ/mol
M ... 140.2 g/mol
Charge ... -1


# 3
Computed, not measured: 2 unconnected molecules or ions with the total composition C3H11NO3, with the ωB97M-V functional and the def2-TZVPD basis.

Last column: Mulliken charge in e.
Cartesian coordinates (Å):
H 1.594 0.388 -0.453  0.3012
C -0.550 -0.708 -0.083  -0.6302
H -0.832 2.941 2.271  0.3266
H 0.127 -2.867 -2.304  0.3081
H 1.568 -3.045 -1.663  0.3162
O 1.076 -2.832 -2.456  -0.6182
O -0.403 -0.261 -1.427  -0.5077
H -0.011 -0.101 1.835  0.2062
C 0.068 0.331 0.825  0.3185
C -0.739 1.602 0.907  -0.7437
H -0.068 -1.659 0.131  0.3361
H -0.722 -0.961 -2.001  0.2426
O -0.111 2.532 1.787  -0.5189
H 1.718 1.496 0.732  0.2801
H -1.605 -0.880 0.169  0.3824
N 1.501 0.526 0.548  -0.6778
H -1.753 1.442 1.269  0.4267
H -0.858 2.056 -0.088  0.2517

Values from the calculation:
SMILES string ... NC(CO)CO.O
Orbital gap ... 9.8 eV
Highest occupied orbital energy ... -9.307 eV
LUMO level ... 0.474 eV
Relative energy (zero: lowest compared OMol25 entry of this formula, charge and spin) ... 177.6 kJ/mol
M ... 109.1 g/mol
Charge ... 0


What is the formula in the third record? C3H11NO3